Entry from OMol25: an isolated molecule of C5H6N2 (the ωB97M-V functional and the def2-TZVPD basis).

Last column: Löwdin charge in e.
Atoms and positions in Å:
N  1.984  0.118  -0.072  -0.006
H  -2.461  -1.112  -0.813  0.119
N  -1.629  0.844  -0.152  0.017
H  -1.935  -1.015  0.936  0.092
H  1.285  2.357  0.142  0.143
H  1.767  -1.966  0.395  0.119
C  -0.161  0.689  -0.202  -0.347
H  -2.234  1.258  0.617  0.125
C  1.065  1.218  -0.108  -0.075
C  -0.157  -0.633  -0.326  -0.157
C  1.222  -1.079  -0.066  -0.036
H  2.948  0.005  -0.280  0.117
C  -1.693  -0.686  -0.070  -0.111

Results
LUMO: 1.1 eV
orbital gap: 8.863 eV
ΔE to the lowest compared entry with this formula, charge and spin: 3.879 eV
DFT total energy: -303.49354 Ha
multiplicity: 1
charge: 0

Entry from OMol25: a structure of composition C34H45BiF6N2O4PS2 (the ωB97M-V functional and the def2-TZVPD basis).

Last column: Löwdin charge in e.
Atoms and positions in Å:
C  -1.451  2.991  -2.265  -0.109
C  0.879  5.427  0.530  -0.680
O  3.428  4.756  0.377  -0.218
C  -2.349  -2.166  -3.862  -0.261
C  2.351  -0.486  3.962  -0.367
H  4.012  0.785  3.292  0.080
C  -1.089  1.031  3.114  -0.126
C  -0.064  0.087  3.301  -0.145
C  -3.295  -2.515  -4.982  -0.037
H  -2.906  2.977  2.918  0.066
H  -2.029  4.031  4.019  0.095
H  3.634  -1.587  -2.530  0.095
C  1.209  0.480  3.715  -0.222
C  1.958  -1.949  3.817  -0.066
O  3.567  2.076  -1.471  -0.242
C  -0.857  2.392  3.283  -0.276
H  -1.697  4.111  2.295  0.068
H  -4.229  -0.274  -0.965  0.105
C  -2.590  2.209  -1.624  -0.515
C  2.913  -1.184  -1.820  -0.027
H  -2.944  2.764  -0.751  0.101
H  3.387  -0.330  -1.333  0.067
H  -3.919  -3.368  -4.706  0.089
P  -2.073  0.599  -0.870  1.021
H  -1.852  3.915  -2.687  0.102
C  -4.384  0.977  0.768  -0.085
O  1.785  3.027  1.040  -0.403
H  3.211  -0.095  1.992  0.067
H  -3.846  1.204  1.687  0.053
H  -5.348  0.549  1.053  0.097
H  1.110  -2.214  4.454  0.089
H  -2.812  -2.057  0.069  0.064
C  2.165  2.686  -3.690  -0.673
C  -3.627  -0.037  -0.083  -0.509
O  1.209  1.390  -1.663  -0.539
H  -4.324  -1.800  0.940  0.097
H  2.797  -2.584  4.106  0.090
C  1.869  -4.341  0.889  -0.010
H  2.052  -0.813  -2.374  0.061
F  3.352  3.068  -4.111  0.182
H  -3.399  -0.421  -3.266  0.093
F  -0.340  4.864  0.421  0.107
H  4.466  -3.146  -0.893  0.129
H  -2.821  -1.160  1.600  0.065
F  1.842  1.525  -4.244  0.158
C  -1.936  3.429  3.114  -0.023
H  2.407  2.197  4.192  0.130
C  -0.491  -3.549  1.116  -0.030
H  -2.087  0.683  2.873  0.086
H  1.599  -5.164  1.545  0.124
H  4.294  -0.946  3.107  0.085
C  -1.248  -2.974  -3.568  -0.004
F  0.977  6.433  -0.320  0.172
C  2.531  -2.248  -0.825  -0.203
F  1.042  5.864  1.769  0.159
H  -4.584  1.913  0.244  0.071
C  -0.592  -1.574  -1.703  -0.312
H  -0.296  -0.968  3.177  0.094
H  3.925  -5.838  1.651  0.079
C  3.165  -4.257  0.396  -0.251
H  -0.677  3.267  -1.552  0.034
H  -4.585  1.474  -2.212  0.074
C  -2.544  -1.055  -3.065  -0.042
C  -3.370  -1.341  0.672  -0.091
H  1.710  -2.187  2.779  0.061
C  3.537  -0.163  3.036  -0.045
H  2.675  -0.324  4.995  0.148
N  0.245  -1.336  -0.595  -0.236
C  -1.672  -0.731  -2.016  -0.307
Bi  0.332  0.560  0.346  1.875
H  -2.748  -2.791  -5.885  0.086
H  4.346  -5.996  -0.056  0.089
F  1.248  3.600  -3.994  0.154
H  -3.404  1.593  -3.538  0.079
H  -0.891  -2.604  1.477  0.040
C  4.209  -5.281  0.759  -0.038
H  0.438  -3.357  -2.313  0.126
S  2.242  2.456  -1.846  0.617
N  1.739  3.838  -1.329  -0.288
C  0.905  -3.392  0.576  -0.229
H  -1.059  -3.852  -4.179  0.128
H  -1.169  -3.909  0.335  0.089
C  1.428  1.850  3.880  -0.017
S  2.158  4.147  0.190  0.614
H  -3.953  -1.681  -5.223  0.079
H  -4.123  3.046  -2.857  0.096
C  -0.396  -2.697  -2.519  0.010
C  -3.748  2.051  -2.611  -0.095
C  3.469  -3.212  -0.467  0.004
H  -0.508  -4.271  1.932  0.088
H  -0.995  2.419  -3.074  0.081
H  5.173  -4.804  0.940  0.083
C  1.249  -2.325  -0.267  -0.275
H  0.644  3.833  3.802  0.127
C  0.431  2.779  3.659  -0.030

Results
LUMO: -3.8 eV
orbital gap: 7.221 eV
DFT total energy: -3684.39486 Ha
multiplicity: 1
charge: +1

What is the multiplicity in the first record? 1

What is the multiplicity in the first record? 1